Entry from the OMol25 dataset: C5H3NO in the gas phase (ωB97M-V/def2-TZVPD).

```
! RIJCOSX wB97M-V def2-TZVPD def2/J DEFGRID3
* xyz 0 1
C -0.487 -0.876 1.211
C -0.659 0.538 1.126
C -0.393 1.474 0.387
C -0.008 -1.282 0.017
O -0.321 -0.613 -1.150
N 0.508 0.487 -1.570
C 0.377 1.530 -0.824
H -0.545 -1.493 2.101
H 0.614 -2.163 -0.109
H 0.913 2.399 -1.190
*
```

Values from the calculation:
Highest occupied orbital energy   -9.23 eV
ΔE to the lowest compared entry with this formula, charge and spin   120.2 kcal/mol
LUMO   -0.083 eV
Frontier orbital gap   9.15 eV



Entry from the OMol25 dataset: C5H3NO2 in the gas phase (ωB97M-V/def2-TZVPD).

```
! RIJCOSX wB97M-V def2-TZVPD def2/J DEFGRID3
* xyz 0 1
C 0.765 1.990 0.420
C -0.437 0.609 -0.514
C -0.556 -0.741 -1.315
C 0.023 -0.807 1.024
C -0.015 0.552 0.919
H -0.729 -1.357 -2.255
H -0.904 -2.288 -0.082
H 0.492 -1.363 1.892
N -0.306 -1.496 -0.113
O 1.488 2.936 0.799
O 0.177 1.967 -0.773
*
```

Values from the calculation:
Highest occupied orbital energy   -8.97 eV
ΔE to the lowest compared entry with this formula, charge and spin   97.4 kcal/mol
LUMO   0.351 eV
Frontier orbital gap   9.32 eV



Entry from the OMol25 dataset: 2 unconnected molecules or ions with the total composition C5H3NO2 (ωB97M-V/def2-TZVPD).

```
! RIJCOSX wB97M-V def2-TZVPD def2/J DEFGRID3
* xyz 0 1
C 2.395 1.294 0.624
C 1.214 1.055 1.005
C -0.899 -1.540 0.476
C -0.045 1.119 1.358
C -0.063 -0.156 -1.341
N -0.359 -0.605 -0.064
O -1.191 -2.288 1.252
O -1.113 1.293 1.741
H -0.756 0.709 -1.421
H 0.933 0.182 -1.559
H -0.116 -1.063 -2.071
*
```

Values from the calculation:
Highest occupied orbital energy   -10.50 eV
ΔE to the lowest compared entry with this formula, charge and spin   96.3 kcal/mol
LUMO   -0.524 eV
Frontier orbital gap   9.97 eV



Entry from the OMol25 dataset: C5H3NO2 in the gas phase (ωB97M-V/def2-TZVPD).

```
! RIJCOSX wB97M-V def2-TZVPD def2/J DEFGRID3
* xyz 0 1
C 2.086 -0.098 0.132
C 0.419 0.678 0.359
C -0.929 1.115 0.025
C -0.609 -1.122 0.048
C 0.693 -0.603 0.645
H -1.624 2.012 -0.114
H -2.579 -0.493 -0.570
H -0.755 -2.177 -0.123
N -1.537 -0.123 -0.152
O 3.131 -0.443 -0.254
O 1.703 1.255 0.004
*
```

Values from the calculation:
Highest occupied orbital energy   -8.42 eV
ΔE to the lowest compared entry with this formula, charge and spin   85.8 kcal/mol
LUMO   0.231 eV
Frontier orbital gap   8.65 eV



Entry from the OMol25 dataset: C5H3NO2S2 in the gas phase (ωB97M-V/def2-TZVPD).

```
! RIJCOSX wB97M-V def2-TZVPD def2/J DEFGRID3
* xyz 0 3
C 0.304 1.805 -0.938
C 0.332 0.751 1.305
C -0.297 0.566 -0.974
C -0.215 -0.059 0.323
C -0.955 0.059 -2.077
N -1.433 -0.221 -3.073
O -0.807 -1.643 2.083
O 0.758 -2.355 0.281
S 0.917 2.274 0.645
S -0.723 -1.724 0.660
H 0.395 2.643 -1.629
H 0.511 0.703 2.353
H 1.213 -2.798 1.042
*
```

Values from the calculation:
Highest occupied orbital energy (spin up / spin down)   -6.23 / -9.89 eV
<S²>   2.028
LUMO (spin up / spin down)   -0.019 / -3.432 eV
Frontier orbital gap (spin up / spin down)   6.21 / 6.46 eV



Entry from the OMol25 dataset: 2 unconnected molecules or ions with the total composition C5H3NO3 (ωB97M-V/def2-TZVPD).

```
! RIJCOSX wB97M-V def2-TZVPD def2/J DEFGRID3
* xyz 0 1
C 0.109 -0.911 -0.144
C -1.079 -1.692 0.000
C -2.076 1.502 -0.326
C 1.906 0.469 0.516
C 1.465 -0.433 -0.327
N -0.936 -0.399 0.515
O -1.681 -2.601 -0.402
O -1.117 2.159 -0.312
O -3.065 0.930 -0.221
H 3.017 1.005 0.478
H 1.273 0.862 1.227
H 2.185 -0.890 -1.004
*
```

Values from the calculation:
Highest occupied orbital energy   -9.64 eV
ΔE to the lowest compared entry with this formula, charge and spin   38.3 kcal/mol
LUMO   -0.662 eV
Frontier orbital gap   8.98 eV



Entry from the OMol25 dataset: 2 unconnected molecules or ions with the total composition C5H3NO3S (ωB97M-V/def2-TZVPD).

```
! RIJCOSX wB97M-V def2-TZVPD def2/J DEFGRID3
* xyz 0 1
C 1.088 0.303 1.572
C -0.064 0.285 0.816
C 1.977 -0.649 1.168
C 0.009 -0.649 -0.253
C -0.795 -0.857 -1.358
N -1.674 1.004 -1.459
O -1.145 -1.468 -2.294
O -1.188 1.951 -0.911
O -2.679 0.939 -2.095
S 1.491 -1.474 -0.190
H 0.945 0.649 2.581
H -0.944 0.800 0.831
H 2.980 -0.834 1.594
*
```

Values from the calculation:
Highest occupied orbital energy   -8.83 eV
ΔE to the lowest compared entry with this formula, charge and spin   60.0 kcal/mol
LUMO   -1.060 eV
Frontier orbital gap   7.77 eV



Entry from the OMol25 dataset: 2 unconnected molecules or ions with the total composition C5H3O5S (ωB97M-V/def2-TZVPD).

```
! RIJCOSX wB97M-V def2-TZVPD def2/J DEFGRID3
* xyz -1 1
C -0.980 -2.245 -0.123
C -0.167 -1.129 -0.160
C 1.205 -0.912 0.239
C -3.026 0.914 0.332
C 0.465 1.048 -0.477
O 1.477 0.468 0.309
O -2.816 0.961 1.482
O 2.038 -1.761 0.637
O -3.329 1.102 -0.763
O -0.801 0.070 -0.466
S -2.568 -2.456 -0.471
H -0.476 -3.196 0.301
H 0.760 0.950 -1.492
H 0.253 1.962 0.012
*
```

Values from the calculation:
Highest occupied orbital energy   -3.23 eV
ΔE to the lowest compared entry with this formula, charge and spin   8.9 kcal/mol
LUMO   3.318 eV
Frontier orbital gap   6.55 eV



Entry from the OMol25 dataset: C5H4 in the gas phase (ωB97M-V/def2-TZVPD).

```
! RIJCOSX wB97M-V def2-TZVPD def2/J DEFGRID3
* xyz 0 1
C 0.539 -1.478 0.163
C 0.577 -0.045 -0.094
C 0.216 1.058 -0.494
C -0.294 2.414 -1.017
C -0.949 1.920 -0.022
H 0.340 -1.674 1.222
H 1.481 -1.972 -0.088
H -0.268 -1.914 -0.433
H -1.642 1.691 0.762
*
```

Values from the calculation:
Highest occupied orbital energy   -8.94 eV
ΔE to the lowest compared entry with this formula, charge and spin   58.4 kcal/mol
LUMO   0.435 eV
Frontier orbital gap   9.38 eV



Entry from the OMol25 dataset: C5H4 in the gas phase (ωB97M-V/def2-TZVPD).

```
! RIJCOSX wB97M-V def2-TZVPD def2/J DEFGRID3
* xyz 0 1
C 2.092 -0.580 -0.008
C 1.742 0.688 -0.007
C 0.615 -0.331 -0.050
C -0.631 -0.224 0.105
C -1.941 -0.064 -0.026
H 2.830 -1.299 -0.101
H 1.981 1.709 0.109
H -2.445 -0.065 -1.068
H -2.460 0.068 0.913
*
```

Values from the calculation:
Highest occupied orbital energy   -8.37 eV
ΔE to the lowest compared entry with this formula, charge and spin   40.0 kcal/mol
LUMO   1.081 eV
Frontier orbital gap   9.45 eV



Entry from the OMol25 dataset: C5H4 in the gas phase (ωB97M-V/def2-TZVPD).

```
! RIJCOSX wB97M-V def2-TZVPD def2/J DEFGRID3
* xyz 0 3
C -2.912 -0.301 -0.064
C -1.712 -0.017 -0.030
C 0.825 0.314 0.156
C -0.618 0.737 0.016
C 2.129 0.039 -0.290
H -3.747 -0.934 -0.149
H 0.763 0.277 1.263
H 2.379 0.045 -1.335
H 2.892 -0.159 0.433
*
```

Values from the calculation:
Highest occupied orbital energy (spin up / spin down)   -7.95 / -9.92 eV
ΔE to the lowest compared entry with this formula, charge and spin   0.0 kcal/mol
<S²>   2.089
LUMO (spin up / spin down)   0.982 / -1.471 eV
Frontier orbital gap (spin up / spin down)   8.93 / 8.45 eV



Entry from the OMol25 dataset: a molecular structure, C5H40O14S2 (ωB97M-V/def2-TZVPD).

```
! RIJCOSX wB97M-V def2-TZVPD def2/J DEFGRID3
* xyz 0 1
C 0.372 0.308 -2.925
C 1.501 -0.004 -3.886
C 0.808 1.224 -1.754
S -0.757 1.922 -1.137
S -0.206 2.712 0.731
C -1.812 3.600 1.140
C -2.177 3.091 2.524
H -0.475 0.797 -3.408
H 0.022 -0.587 -2.418
H 2.411 -0.322 -3.375
H 1.171 -0.892 -4.430
H 1.675 0.825 -4.561
H 1.470 2.029 -2.079
H 1.436 0.674 -1.057
H -2.443 3.207 0.351
H -1.560 4.647 1.190
H -3.235 3.045 2.797
H -1.799 2.108 2.709
H -1.832 3.776 3.306
H 0.485 -1.125 2.683
H 0.607 0.390 2.463
O 1.146 -0.396 2.605
H -1.677 0.184 4.722
H -0.571 -0.716 4.710
O -0.831 0.088 4.256
H 3.770 -1.058 0.399
H 3.565 -0.051 -0.732
O 3.437 -0.991 -0.533
H 2.812 -1.110 2.277
H 4.052 -0.223 2.229
O 3.779 -1.134 2.128
H -0.350 -1.860 -0.734
H -1.664 -2.582 -1.047
O -1.302 -1.864 -0.495
H 2.508 3.963 0.631
H 1.618 3.900 -0.544
O 2.519 3.662 -0.282
H 3.502 2.459 -0.960
H 4.579 2.194 -2.146
O 4.022 1.810 -1.471
H -1.769 -0.153 2.547
H -2.790 0.253 1.464
O -2.712 -0.157 2.334
H -0.894 -2.071 1.086
H -1.695 -1.719 2.418
O -0.881 -2.102 2.080
H -3.770 -2.101 -0.019
H -2.492 -1.718 -0.407
O -3.379 -1.312 -0.434
H 1.721 -4.096 -3.472
H 1.795 -2.622 -3.213
O 1.295 -3.270 -3.722
H -2.398 -3.598 -2.744
H -1.598 -4.767 -2.352
O -2.157 -4.093 -1.947
H 1.457 -2.925 0.425
H 2.139 -1.992 -0.680
O 1.364 -2.582 -0.467
H -4.629 0.716 0.433
H -4.762 1.120 1.811
O -4.426 1.490 0.981
*
```

Values from the calculation:
Highest occupied orbital energy   -7.87 eV
ΔE to the lowest compared entry with this formula, charge and spin   78.9 kcal/mol
LUMO   0.281 eV
Frontier orbital gap   8.15 eV